# 1
The following is a DFT calculation (wB97M-V/def2-TZVPD) of a molecular structure, C42H29AgO6PSb.

Charge: -2
Energy above the lowest of the compared OMol25 structures with the same formula, charge and spin: 0.0 kcal/mol

Cartesian coordinates (Å):
Ag (0.423, 1.100, 2.319)
O (3.714, -4.403, 2.380)
C (3.254, -3.274, 2.397)
C (2.715, -2.557, 3.613)
O (2.767, -2.963, 4.765)
C (2.120, -1.297, 3.117)
C (2.371, -1.192, 1.712)
O (1.972, -0.192, 1.016)
C (3.104, -2.344, 1.221)
O (3.532, -2.537, 0.084)
O (1.492, -0.452, 3.799)
C (-5.800, -2.822, -0.881)
C (-5.419, -3.055, 0.433)
C (-4.276, -2.457, 0.948)
C (-3.487, -1.622, 0.160)
C (-3.875, -1.410, -1.164)
C (-5.023, -1.993, -1.681)
P (-1.947, -0.779, 0.733)
C (-1.652, -1.648, 2.315)
C (-2.064, -1.171, 3.555)
C (-1.742, -1.861, 4.716)
C (-1.010, -3.037, 4.650)
C (-0.604, -3.529, 3.417)
C (-0.914, -2.831, 2.261)
C (-2.578, 0.857, 1.239)
C (-3.896, 1.265, 1.036)
C (-4.277, 2.569, 1.326)
C (-3.331, 3.450, 1.834)
C (-2.028, 3.015, 2.058)
C (-1.596, 1.716, 1.768)
H (-6.691, -3.289, -1.283)
H (-6.014, -3.704, 1.064)
H (-3.987, -2.644, 1.976)
H (-3.265, -0.774, -1.796)
H (-5.302, -1.809, -2.711)
H (-2.601, -0.232, 3.610)
H (-2.033, -1.455, 5.678)
H (-0.714, -3.549, 5.556)
H (0.011, -4.418, 3.361)
H (-0.542, -3.186, 1.305)
H (-4.634, 0.574, 0.642)
H (-5.299, 2.888, 1.159)
H (-3.609, 4.474, 2.062)
H (-1.317, 3.728, 2.469)
C (5.029, 3.057, -5.134)
C (5.850, 2.620, -4.106)
C (5.316, 1.876, -3.057)
C (3.961, 1.552, -2.999)
C (3.156, 2.003, -4.048)
C (3.675, 2.742, -5.101)
Sb (3.257, 0.486, -1.184)
C (1.842, 2.059, -0.814)
C (0.614, 2.165, -1.463)
C (-0.260, 3.204, -1.176)
C (0.082, 4.165, -0.236)
C (1.297, 4.070, 0.424)
C (2.164, 3.022, 0.139)
C (1.924, -0.774, -2.292)
C (0.766, -1.252, -1.680)
C (-0.085, -2.113, -2.356)
C (0.210, -2.522, -3.651)
C (1.358, -2.052, -4.270)
C (2.204, -1.179, -3.593)
H (5.437, 3.639, -5.952)
H (6.909, 2.858, -4.119)
H (5.979, 1.543, -2.264)
H (2.095, 1.775, -4.042)
H (3.020, 3.081, -5.897)
H (0.311, 1.404, -2.175)
H (-1.228, 3.239, -1.662)
H (-0.616, 4.956, 0.010)
H (1.557, 4.790, 1.192)
H (3.089, 2.939, 0.701)
H (0.525, -0.950, -0.671)
H (-0.974, -2.475, -1.854)
H (-0.452, -3.203, -4.174)
H (1.601, -2.365, -5.279)
H (3.096, -0.818, -4.094)
O (0.453, 2.711, 4.842)
C (0.888, 2.595, 3.795)



# 2
The following is a DFT calculation (wB97M-V/def2-TZVPD) of a molecular structure, C42H29FO7SSi2.

Charge: 0

Cartesian coordinates (Å):
F (-2.294, 4.778, 1.075)
Si (-1.514, 3.566, 0.422)
O (-0.085, 3.414, 1.215)
Si (1.343, 3.997, 0.595)
S (2.185, 5.289, 2.070)
H (-2.283, 2.332, 0.643)
H (-1.326, 3.817, -1.009)
H (1.142, 4.768, -0.643)
H (2.208, 2.839, 0.315)
H (1.481, 4.864, 3.116)
C (0.344, 1.028, -6.368)
C (-0.296, 0.752, -7.571)
C (-1.663, 0.932, -7.689)
C (-2.398, 1.383, -6.601)
C (-1.757, 1.645, -5.388)
C (-0.384, 1.473, -5.279)
C (-2.529, 2.094, -4.195)
O (-1.972, 2.328, -3.142)
C (-4.006, 2.239, -4.329)
C (-4.754, 2.610, -3.219)
C (-6.124, 2.762, -3.328)
C (-6.755, 2.550, -4.549)
C (-6.017, 2.177, -5.658)
C (-4.642, 2.014, -5.552)
C (-3.868, 1.586, -6.753)
O (-4.417, 1.407, -7.818)
H (1.414, 0.892, -6.280)
H (0.274, 0.395, -8.418)
H (-2.168, 0.725, -8.622)
H (0.105, 1.686, -4.339)
H (-4.255, 2.776, -2.275)
H (-6.705, 3.048, -2.461)
H (-7.826, 2.675, -4.633)
H (-6.499, 2.008, -6.610)
C (9.423, -1.904, 1.070)
C (8.937, -2.040, -0.226)
C (7.615, -1.743, -0.506)
C (6.769, -1.317, 0.510)
C (7.254, -1.197, 1.814)
C (8.584, -1.485, 2.087)
C (6.358, -0.776, 2.931)
O (6.783, -0.666, 4.061)
C (4.928, -0.504, 2.614)
C (4.063, -0.155, 3.643)
C (2.734, 0.113, 3.367)
C (2.262, 0.042, 2.061)
C (3.119, -0.308, 1.032)
C (4.451, -0.588, 1.303)
C (5.351, -0.987, 0.184)
O (4.946, -1.043, -0.958)
H (10.459, -2.130, 1.285)
H (9.592, -2.376, -1.018)
H (7.229, -1.840, -1.511)
H (8.953, -1.380, 3.098)
H (4.438, -0.097, 4.655)
H (2.057, 0.380, 4.168)
H (1.222, 0.256, 1.852)
H (2.760, -0.370, 0.014)
C (-0.855, -5.029, 5.682)
C (0.172, -4.137, 5.391)
C (-0.081, -3.010, 4.629)
C (-1.362, -2.775, 4.147)
C (-2.389, -3.680, 4.423)
C (-2.132, -4.802, 5.198)
C (-3.764, -3.471, 3.881)
O (-4.658, -4.251, 4.126)
C (-4.002, -2.274, 3.022)
C (-5.258, -2.081, 2.464)
C (-5.500, -0.970, 1.675)
C (-4.489, -0.043, 1.445)
C (-3.234, -0.232, 1.996)
C (-2.984, -1.350, 2.779)
C (-1.618, -1.548, 3.341)
O (-0.739, -0.736, 3.143)
H (-0.656, -5.905, 6.284)
H (1.171, -4.322, 5.762)
H (0.710, -2.310, 4.402)
H (-2.934, -5.493, 5.415)
H (-6.039, -2.804, 2.651)
H (-6.478, -0.823, 1.238)
H (-4.681, 0.828, 0.832)
H (-2.443, 0.483, 1.820)



# 3
The following is a DFT calculation (wB97M-V/def2-TZVPD) of a molecular structure, C42H30AgF9NO2P.

Charge: -2
Energy above the lowest of the compared OMol25 structures with the same formula, charge and spin: 0.0 kcal/mol

Cartesian coordinates (Å):
Ag (1.075, 0.946, 1.312)
F (-5.504, 2.970, 4.495)
C (-5.541, 2.976, 3.139)
F (-6.767, 2.509, 2.807)
F (-5.514, 4.270, 2.768)
C (-4.440, 2.166, 2.536)
C (-3.363, 2.781, 1.913)
C (-2.334, 2.006, 1.400)
C (-2.379, 0.616, 1.489)
C (-3.469, 0.013, 2.116)
C (-4.493, 0.782, 2.643)
P (-0.986, -0.312, 0.744)
C (-1.104, -1.918, 1.647)
C (-1.681, -3.040, 1.057)
C (-1.697, -4.253, 1.726)
C (-1.124, -4.350, 2.989)
C (-0.530, -3.242, 3.581)
C (-0.520, -2.032, 2.905)
C (-1.179, -5.663, 3.699)
F (-2.435, -5.976, 4.109)
F (-0.405, -5.705, 4.800)
F (-0.790, -6.696, 2.917)
C (-1.513, -0.633, -0.909)
C (-2.817, -0.514, -1.374)
C (-3.210, -0.983, -2.620)
C (-2.283, -1.854, -3.279)
C (-0.993, -1.967, -2.890)
C (-0.432, -0.954, -1.922)
C (-2.821, -2.747, -4.347)
F (-3.832, -3.546, -3.913)
F (-1.910, -3.578, -4.894)
F (-3.352, -2.045, -5.385)
H (-3.316, 3.859, 1.839)
H (-1.473, 2.480, 0.940)
H (-3.514, -1.067, 2.195)
H (-5.337, 0.307, 3.128)
H (-2.106, -2.948, 0.063)
H (-2.143, -5.125, 1.263)
H (-0.050, -3.320, 4.547)
H (-0.008, -1.188, 3.352)
H (-3.576, -0.079, -0.727)
H (-4.232, -0.897, -2.962)
H (-0.346, -2.723, -3.316)
H (0.449, -1.383, -1.429)
C (3.717, 4.718, -1.964)
C (3.491, 3.327, -1.873)
C (2.789, 2.820, -0.815)
C (2.260, 3.650, 0.210)
C (1.501, 3.080, 1.292)
C (1.035, 3.985, 2.226)
C (1.283, 5.377, 2.151)
C (1.999, 5.905, 1.117)
C (2.505, 5.047, 0.110)
C (3.240, 5.553, -0.993)
H (4.269, 5.122, -2.806)
H (3.862, 2.661, -2.643)
H (2.629, 1.750, -0.729)
H (0.449, 3.630, 3.070)
H (0.893, 6.031, 2.927)
H (2.186, 6.973, 1.048)
H (3.412, 6.624, -1.056)
C (0.052, 0.328, -2.655)
C (1.129, 0.043, -3.661)
C (0.866, 0.038, -5.028)
C (1.860, -0.268, -5.950)
C (3.139, -0.583, -5.515)
C (3.410, -0.597, -4.152)
C (2.416, -0.289, -3.234)
H (0.417, 1.027, -1.894)
H (-0.814, 0.784, -3.143)
H (-0.138, 0.269, -5.368)
H (1.630, -0.266, -7.010)
H (3.917, -0.821, -6.231)
H (4.401, -0.849, -3.792)
H (2.643, -0.320, -2.174)
O (3.129, -0.977, -0.116)
C (3.146, -1.348, 1.052)
C (3.966, -2.547, 1.533)
C (3.632, -2.624, 3.014)
C (2.696, -1.428, 3.234)
O (2.239, -1.150, 4.336)
N (2.465, -0.767, 2.072)
H (5.020, -2.359, 1.324)
H (3.670, -3.426, 0.960)
H (4.490, -2.538, 3.682)
H (3.090, -3.530, 3.290)



# 4
The following is a DFT calculation (wB97M-V/def2-TZVPD) of a molecular structure, C42H30Br4N4O2RuS3Te.

Charge: 0
2S+1: 5
Energy above the lowest of the compared OMol25 structures with the same formula, charge and spin: 0.0 kcal/mol

Cartesian coordinates (Å):
Ru (-2.185, -1.939, -0.773)
Br (1.934, -7.506, -1.536)
C (0.590, -6.201, -1.776)
C (-0.102, -6.107, -2.981)
Br (0.310, -7.254, -4.423)
C (-1.078, -5.113, -3.138)
Br (-2.039, -4.884, -4.747)
C (-1.358, -4.217, -2.118)
O (-2.291, -3.259, -2.231)
C (-0.647, -4.297, -0.901)
O (-0.915, -3.396, 0.029)
C (0.307, -5.298, -0.748)
Br (1.240, -5.305, 0.898)
N (-1.801, -0.837, 0.850)
S (-1.527, -0.047, 2.007)
N (-0.208, 0.915, 2.001)
S (0.516, 1.310, 0.695)
N (1.219, 0.243, -0.150)
S (0.678, -0.322, -1.617)
N (-0.691, -0.718, -1.874)
C (1.221, 0.997, -2.701)
C (2.526, 1.472, -2.695)
C (2.870, 2.504, -3.553)
C (1.912, 3.046, -4.404)
C (0.617, 2.549, -4.410)
C (0.262, 1.509, -3.558)
C (1.898, -1.593, -1.858)
C (3.057, -1.734, -1.104)
C (3.907, -2.793, -1.389)
C (3.598, -3.681, -2.413)
C (2.439, -3.523, -3.159)
C (1.571, -2.478, -2.878)
C (1.800, 2.333, 1.346)
C (1.513, 3.195, 2.394)
C (2.523, 4.008, 2.880)
C (3.796, 3.947, 2.325)
C (4.067, 3.073, 1.284)
C (3.061, 2.257, 0.783)
C (-0.464, 2.384, -0.331)
C (-1.731, 1.953, -0.713)
C (-2.465, 2.749, -1.577)
C (-1.937, 3.941, -2.052)
C (-0.664, 4.350, -1.675)
C (0.088, 3.572, -0.810)
C (-2.822, 1.077, 2.509)
C (-2.611, 2.409, 2.839)
C (-3.709, 3.223, 3.086)
C (-4.993, 2.700, 3.000)
C (-5.190, 1.365, 2.665)
C (-4.102, 0.544, 2.413)
C (-1.197, -1.023, 3.444)
C (-1.425, -0.554, 4.730)
C (-1.179, -1.409, 5.794)
C (-0.718, -2.699, 5.554)
C (-0.502, -3.146, 4.255)
C (-0.747, -2.309, 3.177)
H (3.270, 1.024, -2.046)
H (3.886, 2.879, -3.566)
H (2.185, 3.851, -5.075)
H (-0.122, 2.963, -5.084)
H (-0.737, 1.089, -3.535)
H (3.266, -1.059, -0.285)
H (4.803, -2.936, -0.799)
H (4.260, -4.512, -2.622)
H (2.193, -4.227, -3.944)
H (0.645, -2.352, -3.427)
H (0.524, 3.215, 2.830)
H (2.318, 4.685, 3.699)
H (4.583, 4.580, 2.715)
H (5.062, 3.020, 0.860)
H (3.242, 1.560, -0.022)
H (-2.131, 1.001, -0.386)
H (-3.447, 2.409, -1.884)
H (-2.518, 4.554, -2.731)
H (-0.249, 5.273, -2.057)
H (1.084, 3.883, -0.524)
H (-1.605, 2.800, 2.892)
H (-3.561, 4.267, 3.336)
H (-5.847, 3.338, 3.190)
H (-6.193, 0.965, 2.582)
H (-4.237, -0.489, 2.111)
H (-1.788, 0.453, 4.899)
H (-1.354, -1.074, 6.808)
H (-0.537, -3.365, 6.389)
H (-0.152, -4.155, 4.073)
H (-0.620, -2.650, 2.150)
Te (-4.444, -0.974, -1.213)



# 5
The following is a DFT calculation (wB97M-V/def2-TZVPD) of a molecular structure, C42H31BF9N9PRuS.

Charge: +2
2S+1: 2
Energy above the lowest of the compared OMol25 structures with the same formula, charge and spin: 68.6 kcal/mol

Cartesian coordinates (Å):
Ru (0.138, 0.898, 0.237)
C (0.539, 5.152, 1.791)
C (0.337, 4.265, 0.736)
N (0.704, 3.041, 1.100)
N (1.150, 3.110, 2.359)
C (1.060, 4.369, 2.803)
B (1.639, 1.852, 3.101)
N (2.648, 1.165, 2.181)
C (3.960, 0.998, 2.386)
C (4.524, 0.482, 1.231)
C (3.456, 0.361, 0.349)
N (2.342, 0.777, 0.940)
N (0.370, 0.976, 3.238)
C (-0.356, 0.737, 4.334)
C (-1.539, 0.114, 3.950)
C (-1.454, 0.019, 2.571)
N (-0.286, 0.533, 2.164)
H (0.344, 6.202, 1.810)
H (-0.021, 4.463, -0.257)
H (1.376, 4.635, 3.791)
H (2.107, 2.104, 4.146)
H (4.416, 1.254, 3.319)
H (5.553, 0.250, 1.054)
H (3.439, -0.027, -0.653)
H (-0.030, 1.032, 5.311)
H (-2.342, -0.218, 4.572)
H (-2.150, -0.407, 1.868)
N (-3.117, 3.149, -1.540)
C (-3.682, 4.087, -0.722)
C (-4.508, 5.086, -1.252)
C (-5.015, 6.074, -0.440)
C (-4.715, 6.094, 0.928)
C (-3.918, 5.116, 1.477)
C (-3.403, 4.105, 0.667)
S (-2.472, 2.822, 1.383)
N (-1.834, 2.003, 0.112)
C (-2.075, 2.317, -1.191)
C (-1.155, 1.851, -2.164)
C (-1.449, 1.781, -3.548)
C (-0.459, 1.486, -4.445)
C (0.853, 1.319, -3.970)
C (1.073, 1.330, -2.609)
N (0.107, 1.524, -1.710)
H (-3.333, 3.237, -2.525)
H (-4.724, 5.080, -2.310)
H (-5.643, 6.839, -0.864)
H (-5.119, 6.870, 1.553)
H (-3.682, 5.112, 2.529)
H (-2.471, 1.902, -3.870)
H (-0.677, 1.403, -5.498)
H (1.673, 1.193, -4.655)
H (2.067, 1.213, -2.196)
F (3.511, -4.551, -5.753)
C (2.814, -5.139, -4.783)
F (3.625, -6.019, -4.177)
F (1.829, -5.842, -5.353)
C (2.264, -4.160, -3.771)
C (2.603, -2.818, -3.791)
C (2.105, -1.970, -2.811)
C (1.269, -2.466, -1.819)
C (0.925, -3.821, -1.814)
C (1.424, -4.664, -2.784)
P (0.646, -1.503, -0.387)
C (-1.102, -2.043, -0.471)
C (-1.687, -1.692, -1.695)
C (-3.014, -1.958, -1.942)
C (-3.786, -2.543, -0.944)
C (-3.214, -2.931, 0.259)
C (-1.867, -2.686, 0.497)
C (-5.261, -2.707, -1.227)
F (-5.502, -3.729, -2.048)
F (-5.739, -1.598, -1.826)
F (-5.982, -2.884, -0.121)
C (1.595, -2.281, 0.958)
C (2.842, -2.827, 0.654)
C (3.696, -3.226, 1.663)
C (3.330, -3.032, 2.984)
C (2.092, -2.489, 3.307)
C (1.228, -2.123, 2.295)
C (4.261, -3.429, 4.101)
F (4.391, -2.436, 4.997)
F (5.483, -3.729, 3.665)
F (3.791, -4.490, 4.766)
H (3.258, -2.434, -4.559)
H (2.387, -0.929, -2.833)
H (0.279, -4.217, -1.042)
H (1.177, -5.713, -2.786)
H (-1.080, -1.233, -2.467)
H (-3.461, -1.698, -2.889)
H (-3.825, -3.408, 1.011)
H (-1.426, -3.011, 1.428)
H (3.154, -2.959, -0.369)
H (4.649, -3.667, 1.420)
H (1.817, -2.349, 4.342)
H (0.256, -1.732, 2.549)



Computed largest force on an atom (Eh/bohr) in order:
0.016 0.016 0.003 0.021 0.102
Computed total energy (Ha) in order:
-2797.91913 -3221.86359 -3211.01831 -13841.22802 -3869.63245